Record 1
77
Properties=species:S:1:pos:R:3:forces:R:3 method="wB97M-V/def2-TZVPD" gap_ha=0.310 homo_energy_ev=-8.412 spin_multiplicity=1 de_lowest_kj_mol=8.08
H -3.537 5.505 0.016 0.00 0.02 -0.01
O 0.607 3.832 3.807 -0.11 0.27 0.20
H 0.246 4.053 -3.811 0.03 -0.02 -0.03
H -0.303 0.896 -4.387 0.00 0.03 -0.05
O -1.213 3.627 5.079 -0.02 -0.04 0.02
O 1.730 2.443 2.001 -0.04 -0.16 -0.15
H -3.348 -5.093 -1.263 0.01 -0.02 0.00
H -4.067 1.837 0.747 -0.02 -0.01 0.06
H -2.843 -0.659 -5.364 0.00 -0.01 0.00
C -2.556 -4.481 -0.853 0.09 0.04 -0.06
C 1.682 2.499 -2.068 -0.17 -0.06 0.03
H -4.224 4.799 -1.460 0.00 0.01 -0.01
H 1.481 3.014 -1.129 0.02 0.03 0.00
H 1.054 1.955 -4.820 0.04 -0.02 -0.01
C -0.435 3.187 4.262 -0.03 0.02 0.01
C -0.712 -2.994 -1.128 0.01 0.02 0.01
H -2.499 5.200 -1.392 -0.02 0.02 0.01
H -4.425 3.463 1.377 0.00 0.01 -0.01
S -2.380 -0.231 -0.214 -0.02 0.29 -0.35
C -1.676 -3.819 -1.689 0.01 -0.07 0.06
H 0.506 -0.313 -1.637 0.14 0.01 -0.09
H -5.829 -0.005 -3.219 -0.01 0.02 -0.01
H -4.135 2.567 -4.035 -0.05 0.02 -0.02
H -3.126 -1.439 2.618 -0.05 0.03 0.01
C -0.369 3.443 -3.149 -0.10 -0.13 0.15
H -2.385 1.399 4.812 0.03 0.02 0.04
C -3.798 0.461 -3.783 -0.09 0.05 -0.18
H -0.237 -1.900 -2.908 -0.01 0.04 0.04
H -1.249 -3.375 2.058 -0.09 0.03 0.00
H -2.354 -2.003 4.111 -0.03 0.01 0.02
H 2.243 1.594 -1.835 -0.01 -0.02 0.02
O -2.820 2.612 -1.454 -0.15 0.22 -0.01
H -5.023 1.160 -2.147 -0.06 -0.02 0.00
N -0.709 -0.112 2.606 -0.02 -0.18 -0.02
H -5.127 1.547 -5.104 0.00 0.03 -0.03
N -0.595 -2.835 0.189 0.04 0.11 0.09
H 1.058 -2.935 -2.284 -0.02 0.05 -0.06
C -4.887 0.249 -2.733 0.24 0.09 0.09
Zn -0.254 -0.697 0.587 -0.19 -0.12 -0.04
C -2.770 -1.132 3.602 0.10 0.00 -0.05
C -3.345 4.824 -0.815 0.04 -0.09 0.03
C -1.733 -0.081 3.438 0.06 0.03 0.05
H 1.345 0.524 -3.825 -0.02 -0.03 0.02
H 2.295 3.140 -2.704 0.02 -0.01 0.00
C -0.034 1.072 2.756 -0.01 0.10 0.05
C 0.375 2.164 -2.778 0.12 0.06 -0.14
C -1.810 3.438 0.605 0.02 -0.10 -0.15
C -2.411 -4.342 0.521 -0.04 -0.05 0.08
O 1.208 0.605 0.835 0.15 0.05 0.08
H -3.071 -4.852 1.208 0.03 0.00 0.01
C 1.069 1.413 1.803 0.03 0.04 0.07
H -1.548 2.415 0.883 -0.02 0.02 0.06
Si -2.044 1.209 -1.721 -0.06 -0.56 0.50
H -4.571 -1.012 -5.164 0.02 -0.03 -0.01
O -0.406 1.364 -1.847 0.35 -0.05 -0.11
H -1.748 -3.905 -2.765 -0.02 0.01 0.00
C -1.413 -3.516 0.996 0.02 -0.03 0.00
C 0.265 -2.237 -1.997 0.00 -0.11 -0.07
C 0.634 1.327 -4.034 -0.07 0.01 0.18
H -1.310 3.210 -3.652 0.02 0.06 -0.02
H -0.591 4.019 -2.251 -0.01 0.04 -0.03
O 0.870 -1.165 -1.306 -0.26 0.37 0.00
H -2.002 4.014 1.511 0.01 0.01 0.01
H -3.399 1.786 -5.445 -0.01 0.01 0.00
H -5.142 2.922 -0.152 0.00 -0.01 0.01
C -4.248 2.876 0.474 0.07 -0.04 -0.15
H -0.956 3.879 0.088 0.02 0.01 0.00
H -3.604 -0.750 4.186 -0.04 -0.05 -0.02
H -4.606 -0.553 -2.052 -0.03 -0.06 0.01
O -2.513 0.708 -3.198 -0.12 -0.15 -0.24
N -1.716 1.074 4.131 -0.05 0.02 -0.01
H 1.103 3.303 3.098 0.14 -0.07 -0.08
C -3.642 -0.796 -4.634 0.00 0.10 0.08
C -0.651 1.827 3.712 0.11 -0.11 -0.11
C -3.045 3.425 -0.291 -0.03 0.11 0.13
H -3.394 -1.643 -3.992 0.00 -0.02 -0.02
C -4.141 1.668 -4.653 0.09 -0.08 0.10

***

Record 2
73
Properties=species:S:1:pos:R:3:forces:R:3 method="wB97M-V/def2-TZVPD" gap_ha="0.233 / 0.188" s2=0.75 homo_energy_ev="-15.566 / -15.566" spin_multiplicity=2 charge=+3 de_lowest_kj_mol=95.30
C 2.987 -1.753 0.038 0.23 0.37 -0.46
H 2.493 -0.929 -2.842 -0.01 -0.02 -0.01
C -1.583 0.215 1.858 -0.06 -0.05 0.12
C 4.686 -3.500 -0.212 0.06 -0.02 0.01
H -3.278 6.766 0.597 0.00 0.00 0.00
H -1.201 7.559 1.579 -0.01 0.00 0.00
H 7.439 -0.875 -0.914 -0.01 0.01 0.00
H 1.496 -2.100 2.836 0.02 -0.02 0.03
C 0.555 6.360 1.725 0.01 0.04 0.01
H -2.313 -0.399 2.389 0.01 0.02 0.00
C 5.366 -1.184 -0.474 0.06 0.00 0.01
H 3.911 -4.225 -0.008 -0.02 0.01 0.00
C -1.194 0.587 -2.766 -0.08 0.07 -0.07
H -2.754 -0.970 -0.543 0.14 0.00 -0.04
H -0.086 -1.803 3.615 0.06 -0.03 0.04
C 6.967 -2.957 -0.710 0.01 -0.03 0.00
H -1.230 0.995 2.532 -0.01 0.00 -0.01
H -3.886 -2.742 2.188 0.00 0.00 0.02
C 0.708 -1.371 3.005 0.02 -0.04 0.02
Mn 1.295 0.596 0.015 0.96 -0.31 -0.10
H 2.008 4.915 1.656 0.00 0.01 0.00
C -1.350 -2.693 -0.735 -0.11 -0.02 -0.05
As -4.285 -2.868 -0.296 -0.01 -0.39 -0.02
H -5.610 -2.976 1.806 -0.01 0.00 0.00
H 0.956 8.275 2.558 0.02 0.01 0.01
C 1.468 7.332 2.386 -0.10 -0.02 -0.04
C -0.757 6.596 1.375 0.07 -0.01 0.02
C 4.375 -2.136 -0.220 -0.11 -0.04 0.08
As -0.052 -0.857 1.319 -0.25 0.45 -0.23
H -1.541 -0.015 -3.606 -0.04 0.06 0.00
H -0.794 1.528 -3.141 -0.02 0.00 0.00
H -2.990 5.618 -0.730 -0.01 0.01 0.00
H -1.652 -2.722 1.415 0.00 -0.04 0.00
H 7.983 -3.279 -0.900 0.01 0.01 0.00
H 1.813 0.516 -3.625 0.03 -0.02 0.00
H -2.149 -4.666 -0.210 -0.02 0.02 0.01
H -0.644 -2.493 -2.769 0.00 0.01 0.01
C 6.662 -1.601 -0.720 -0.01 -0.01 0.00
H -3.525 5.021 0.833 -0.01 0.01 0.00
C -2.907 5.777 0.347 0.08 -0.02 0.02
H -4.863 -1.374 1.555 -0.02 -0.02 0.14
H -2.015 0.803 -2.086 0.00 0.00 0.01
O 2.059 -2.509 0.224 -0.13 0.02 0.21
As 0.232 -0.364 -1.893 0.14 0.01 0.27
C -1.540 -4.198 -0.990 0.03 -0.06 0.02
H 1.212 -1.098 -4.073 0.04 0.02 -0.03
C -2.696 -1.976 -0.973 0.01 0.12 -0.06
C -1.490 5.587 0.756 -0.15 -0.02 -0.05
H 6.234 -4.958 -0.445 0.00 0.00 0.00
H -0.065 -3.258 0.886 -0.02 -0.01 -0.01
H -5.609 -2.730 -2.417 0.00 0.01 -0.01
H -0.580 -4.714 -0.986 0.01 0.01 0.00
H 2.342 7.517 1.758 0.01 0.00 0.00
C 5.983 -3.907 -0.455 -0.02 0.04 -0.01
C -0.311 -2.223 -1.763 -0.02 -0.08 -0.13
H -6.678 -2.872 -0.993 -0.01 0.00 0.00
H -2.012 -4.382 -1.958 0.00 0.01 0.00
H 1.811 6.939 3.344 0.01 0.00 0.00
S 1.144 2.653 0.472 -0.35 0.42 0.07
N -0.945 4.375 0.492 -0.01 0.06 0.05
H -2.048 0.697 1.000 0.02 0.00 -0.02
H -2.904 -1.899 -2.044 0.04 0.03 0.01
H 5.127 -0.130 -0.470 -0.02 -0.01 0.00
O 2.751 -0.394 -0.006 -0.48 -0.26 0.26
H 1.111 -0.491 3.503 0.01 -0.01 0.00
N 1.042 5.132 1.431 0.12 -0.07 0.00
H 0.623 -2.756 -1.573 -0.04 0.00 -0.03
C 1.590 -0.484 -3.256 -0.02 0.01 -0.06
C -5.780 -2.408 -1.393 -0.03 0.11 -0.02
C 0.293 4.179 0.827 0.05 -0.37 -0.10
C -0.848 -2.524 0.700 0.06 -0.10 0.16
H -5.863 -1.319 -1.342 -0.11 -0.01 -0.09
C -4.697 -2.454 1.525 -0.03 0.13 0.06